(P)
17
Properties=species:S:1:pos:R:3:nbo_charge:R:1 method="wB97M-V/def2-TZVPD" lumo_ev=3.36 multiplicity=1 total_charge=-1
C -0.76681 -2.28628 1.70371 -0.74
S 0.05663 -3.39705 0.54128 0.12
C 0.55586 -2.23434 -0.73895 -0.76
H -0.07214 -1.48467 1.92449 0.26
H -1.71434 -1.92382 1.30735 0.22
H -1.01636 -2.83567 2.61452 0.20
H -0.21764 -1.47520 -0.87295 0.26
H 0.71961 -2.72106 -1.70318 0.20
H 1.47400 -1.73589 -0.43200 0.22
C -0.16778 3.23374 -0.71423 -0.61
C 0.52016 1.89698 -0.52607 -0.52
S -0.38626 0.92653 0.79329 -0.77
H -1.23611 3.22057 -0.92017 0.20
H -0.01405 3.87130 0.15598 0.20
H 0.32181 3.76707 -1.55459 0.16
H 0.37842 1.19948 -1.35032 0.18
H 1.56501 1.97832 -0.22815 0.18

---

(Q)
17
Properties=species:S:1:pos:R:3:nbo_charge:R:1 method="wB97M-V/def2-TZVPD" lumo_ev=2.90 multiplicity=1 total_charge=-1
C 2.13937 -0.00531 1.56021 -0.76
S 3.07003 -0.44262 0.14565 0.16
C 2.10784 0.19084 -1.26448 -0.74
H 1.16874 0.30821 1.18172 0.25
H 2.19488 -0.91958 2.11629 0.22
H 2.69886 0.77785 2.12517 0.21
H 2.91219 0.21659 -2.13118 0.21
H 1.71605 1.21855 -1.31451 0.22
H 1.33893 -0.45646 -1.41894 0.21
C -2.17639 1.26010 -1.28656 -0.63
C -1.99548 -0.09778 -0.53099 -0.54
S -3.23511 -0.38457 0.75232 -0.71
H -1.64591 2.15706 -0.91065 0.18
H -1.97538 1.22852 -2.31616 0.17
H -3.24187 1.47590 -1.18190 0.21
H -2.02052 -0.94292 -1.23732 0.17
H -0.95670 0.08431 -0.14922 0.15

---

(R)
17
Properties=species:S:1:pos:R:3:nbo_charge:R:1 method="wB97M-V/def2-TZVPD" lumo_ev=3.38 multiplicity=1 total_charge=-1
C 1.49647 -1.58831 0.09872 -0.68
S 0.45544 -3.06419 0.61939 0.07
C -1.19685 -2.45130 0.14279 -0.74
H 1.41062 -0.77849 0.80805 0.21
H 1.12726 -1.34022 -0.80846 0.24
H 2.50721 -1.88259 -0.06871 0.20
H -1.20916 -2.44962 -0.99547 0.22
H -2.04638 -2.95960 0.36158 0.20
H -1.42403 -1.47996 0.67229 0.25
C -0.13399 3.06604 -0.26073 -0.62
C -0.11076 1.49275 0.21985 -0.55
S -0.86496 0.51161 -1.05413 -0.69
H -1.13922 3.36187 -0.62624 0.20
H 0.54949 3.16860 -1.11167 0.20
H 0.06148 3.80141 0.61145 0.16
H -0.50645 1.29875 1.20545 0.17
H 1.02383 1.29326 0.18583 0.16

---

The winner here is (P), beating the second structure by 0.0338 hartree.

---

(P)
23
Properties=species:S:1:pos:R:3:nbo_charge:R:1 method="wB97M-V/def2-TZVPD" smiles="C=C(C)[C@H](/C=C/C)OC" lumo_ev=1.06 multiplicity=1 total_charge=0
C -1.24763 1.77271 0.33427 -0.11
C 2.20560 0.13420 1.40830 -0.24
C -2.15541 2.78855 -0.26295 -0.64
C 0.50661 -1.37093 -1.84401 -0.65
C 0.23909 -1.59495 -0.38727 0.00
C -1.12585 0.51514 -0.09421 -0.25
C -0.07614 -0.38228 0.43335 0.03
C 0.36585 -2.78244 0.19080 -0.38
O 1.16015 0.56450 0.58880 -0.57
H -0.70134 2.09746 1.21535 0.20
H -1.69478 0.16522 -0.93349 0.20
H -0.31232 -0.67446 1.46828 0.19
H 2.65465 -0.80559 1.04770 0.16
H 1.86300 -0.02271 2.43922 0.16
H 2.97046 0.91528 1.38915 0.19
H -2.91535 3.08986 0.46039 0.22
H -1.59995 3.68724 -0.52621 0.22
H -2.64771 2.40162 -1.15149 0.21
H -0.35127 -0.87197 -2.33217 0.22
H 1.38470 -0.70347 -1.95057 0.23
H 0.70944 -2.32398 -2.35661 0.22
H 0.16411 -2.93052 1.23987 0.20
H 0.60409 -3.66850 -0.37651 0.20

---

(Q)
23
Properties=species:S:1:pos:R:3:nbo_charge:R:1 method="wB97M-V/def2-TZVPD" smiles="C=C1OC1(C)C.C=CC" lumo_ev=0.90 multiplicity=1 total_charge=0
C -1.44760 -0.15601 0.85150 0.21
C -2.10521 -0.55693 -0.45501 -0.62
C -1.39181 1.33869 1.10344 -0.63
O -1.78222 -0.94847 1.98562 -0.55
C -0.37842 -1.00740 1.35151 0.27
C 0.42012 -1.97767 1.64256 -0.51
H -0.19790 -2.42822 2.48681 0.27
H -0.92777 1.86489 0.27079 0.22
H -1.58106 -0.10392 -1.29571 0.22
H -3.13615 -0.20565 -0.46209 0.22
H -2.09615 -1.63897 -0.57017 0.23
H -0.86722 1.55399 2.03210 0.22
H -2.41302 1.70916 1.18648 0.22
H 1.43070 -2.08697 1.30156 0.23
C 1.80304 -0.20155 -2.15444 -0.65
C 1.74070 0.35722 -0.77366 -0.16
C 1.89612 1.62519 -0.43009 -0.41
H 1.53406 -0.35601 0.00950 0.19
H 0.85699 -0.67369 -2.42408 0.22
H 2.54900 -0.99676 -2.20645 0.22
H 2.04421 0.56625 -2.88726 0.21
H 2.17857 2.37025 -1.16013 0.19
H 1.87104 1.95258 0.59722 0.20

---

(R)
23
Properties=species:S:1:pos:R:3:nbo_charge:R:1 method="wB97M-V/def2-TZVPD" lumo_ev=0.98 multiplicity=1 total_charge=0
C 1.58152 1.71962 -1.48589 0.50
C 0.63075 0.64250 -0.89362 -0.32
C -0.58438 1.38608 -0.13471 -0.33
C -1.80374 0.63661 0.31095 -0.34
C -1.28118 -0.62835 1.13073 -0.42
C -0.66939 -1.76770 0.24857 -0.44
C 0.90149 -1.55775 0.30764 -0.36
C 1.46914 -0.24199 0.11757 -0.40
H 1.66023 2.46270 -0.43169 0.07
H 0.17710 0.28486 -1.61248 0.19
H -0.75669 2.13131 -0.78713 0.19
H -0.06725 1.91692 0.95847 0.16
H -2.51161 0.96983 0.74746 0.18
H -2.26283 0.28879 -0.75400 0.17
H -2.46601 -0.89146 1.44158 0.20
H -0.75296 -0.28147 2.06905 0.22
H -0.98367 -1.43931 -0.89490 0.22
H -0.81087 -2.80666 0.77502 0.24
H 1.27085 -2.15873 -0.53297 0.20
H 1.48254 -2.28486 1.27076 0.19
H 2.15069 -0.50968 -0.41627 0.20
H 1.61319 0.40138 1.15212 0.21
O 2.01308 1.72736 -2.58628 -0.50

---

The winner here is (P), beating the second structure by 0.0595 hartree.

---

(P)
8
Properties=species:S:1:pos:R:3:nbo_charge:R:1 method="wB97M-V/def2-TZVPD" lumo_ev="0.82 / -1.79" multiplicity=3 total_charge=0
C -0.62999 0.37730 0.05145 -0.21
C 0.44366 1.14054 0.02613 -0.49
C -0.02227 -1.02498 -0.02188 -0.56
S 1.59021 -0.20021 0.04345 0.43
H -1.66315 0.80584 0.20985 0.20
H 0.53907 2.23223 -0.29784 0.21
H 0.02437 -1.67091 0.92850 0.21
H -0.28191 -1.65982 -0.93967 0.21

---

(Q)
8
Properties=species:S:1:pos:R:3:nbo_charge:R:1 method="wB97M-V/def2-TZVPD" lumo_ev="1.10 / -2.35" multiplicity=3 total_charge=0
C -1.14345 0.58355 0.29466 -0.13
C -0.94107 -0.68270 0.58583 -0.21
C -0.18944 -0.08939 -0.52847 -0.38
S 2.24380 0.18395 0.31402 -0.03
H -1.59602 1.48322 0.33044 0.21
H -1.05711 -1.53734 1.24435 0.23
H 0.35953 -0.58432 -1.34466 0.23
H 2.32375 0.64304 -0.89618 0.07

---

The winner here is (P), beating the second structure by 0.0574 hartree.